80
Properties=species:S:1:pos:R:3:forces:R:3 method="wB97M-V/def2-TZVPD" total_charge=0 e_homo_ev=-7.29
Pb 2.0532 -1.3986 -0.3601 2.403 -2.064 1.927
C -2.8132 0.1523 6.3643 0.071 -0.218 -0.029
C -3.1952 0.2235 5.0845 -0.122 -0.524 0.487
C -3.4329 1.4055 4.1806 -0.020 -0.074 -0.736
C -2.1383 1.8990 3.4833 -0.267 -0.239 0.308
C -1.0028 2.3640 4.3609 0.100 0.334 0.278
C -1.0586 2.7782 5.6348 0.285 0.029 -0.699
C -2.2158 2.6309 6.5750 -0.282 0.144 0.699
C -2.3239 1.2374 7.2731 -0.127 0.871 -0.148
C 2.7226 0.2618 0.9992 -0.300 1.188 -0.170
H -2.7971 -0.8314 6.8509 0.150 0.211 -0.467
H -3.3561 -0.7383 4.5797 -0.111 0.244 0.290
H -4.0202 2.2234 4.6306 0.441 -0.417 -0.166
H -4.0776 1.0211 3.3704 0.094 0.230 0.176
H -1.7715 1.0853 2.8354 -0.039 0.208 0.159
H -2.4087 2.7307 2.8149 0.118 -0.128 0.006
H -0.0460 2.4028 3.8253 -0.259 0.317 0.265
H -0.2049 3.3310 6.0546 -0.055 -0.751 -0.202
H -3.1624 2.8462 6.0770 0.198 0.056 0.299
H -2.0974 3.4004 7.3514 -0.101 -0.222 -0.067
H -1.3402 0.9341 7.6702 -0.290 0.060 -0.197
H -3.0001 1.3454 8.1462 0.244 -0.125 -0.361
H 3.2107 -0.1753 1.8790 -0.446 -0.182 -0.249
H 1.8674 0.8996 1.2808 0.508 -0.086 0.162
H 3.4486 0.8606 0.4511 -0.108 -0.061 0.281
P -0.1474 -2.0952 -1.9849 -1.253 0.208 0.204
P 2.2599 0.4270 -2.5241 0.524 0.918 -1.008
C -0.4601 -0.4445 -2.6690 0.156 0.850 -0.440
C 0.5144 0.4387 -3.0096 -1.043 -0.428 -0.564
C -0.5242 -3.2371 -3.3651 0.115 -0.118 -0.524
C -1.5756 -2.9768 -4.2544 -0.007 -0.309 -0.044
C -1.9037 -3.9027 -5.2524 0.099 0.091 0.094
C -1.1573 -5.0751 -5.4038 0.091 0.290 0.343
C -0.0602 -5.2975 -4.5657 -0.073 -0.075 -0.124
C 0.2646 -4.3880 -3.5603 -0.249 0.329 0.197
C -1.4919 -2.3091 -0.7471 -0.101 -0.175 0.028
C -1.7161 -1.2690 0.1722 0.075 -0.348 -0.161
C -2.5070 -1.4930 1.2974 -0.178 -0.013 0.075
C -3.0142 -2.7738 1.5489 0.170 0.056 -0.398
C -2.8053 -3.8149 0.6307 -0.055 0.384 0.107
C -2.0875 -3.5688 -0.5394 0.229 0.304 0.085
C 2.9706 0.8095 -4.1906 -0.018 -0.144 -0.531
C 2.6342 -0.0175 -5.2834 0.161 0.469 0.193
C 2.9423 0.3833 -6.5853 0.122 0.081 0.102
C 3.5875 1.6043 -6.8179 -0.075 0.002 0.388
C 3.9615 2.4059 -5.7338 -0.023 -0.441 -0.046
C 3.6885 1.9883 -4.4275 -0.138 0.082 -0.131
C 2.4203 2.0764 -1.7229 0.124 0.253 0.196
C 3.6537 2.4153 -1.1240 -0.523 -0.063 0.396
C 3.7256 3.4824 -0.2212 -0.011 -0.163 -0.474
C 2.6126 4.3016 -0.0278 0.011 0.140 -0.074
C 1.4430 4.0700 -0.7497 0.040 -0.213 -0.133
C 1.3315 2.9408 -1.5718 0.288 0.138 0.228
H -1.5193 -0.1997 -2.8516 0.512 0.009 -0.390
H 0.3093 1.2381 -3.7447 -0.387 -0.100 0.737
H -2.1334 -2.0450 -4.1587 -0.030 -0.334 -0.044
H -2.7489 -3.7121 -5.9146 0.237 0.006 0.179
H -1.4266 -5.8060 -6.1693 0.119 0.263 0.239
H 0.5436 -6.1954 -4.6999 -0.128 0.247 0.073
H 1.1278 -4.5582 -2.9138 -0.264 -0.041 -0.154
H -1.2356 -0.2962 0.0199 -0.209 -0.244 0.093
H -2.7220 -0.6631 1.9894 0.211 -0.570 -0.332
H -3.5756 -2.9557 2.4593 0.054 0.002 -0.100
H -3.1978 -4.8165 0.8332 0.085 0.433 -0.117
H -1.9672 -4.3537 -1.2885 0.077 0.140 0.269
H 2.1018 -0.9517 -5.1048 0.064 0.159 -0.105
H 2.6684 -0.2516 -7.4284 0.052 0.147 0.242
H 3.7922 1.9357 -7.8362 -0.058 -0.129 0.264
H 4.4573 3.3624 -5.8979 -0.062 -0.280 0.026
H 3.9987 2.6153 -3.5900 -0.190 -0.127 -0.352
H 4.5209 1.7621 -1.2635 -0.261 0.218 0.065
H 4.6427 3.6476 0.3470 -0.253 0.030 -0.258
H 2.6639 5.1374 0.6774 -0.019 -0.332 -0.295
H 0.6028 4.7578 -0.6698 0.153 -0.196 0.087
H 0.3977 2.7334 -2.0919 0.156 0.111 0.256
N 1.0980 -1.8587 1.8672 -0.497 -0.090 1.053
C 0.8571 -1.9023 3.0247 -0.082 -0.376 -0.896
N 0.5376 -2.1787 4.2355 0.132 -0.234 -0.675
C 0.4662 -1.3411 5.2354 -0.329 1.782 2.307
N 0.3417 -0.6744 6.2037 0.370 -1.402 -2.004